# 1
Below is a 6-piece molecular cluster, C4H22NO6S2 overall, with properties calculated with ωB97M-V/def2-TZVPD.

```
35
Properties=species:S:1:pos:R:3:forces:R:3
S 0.0118 -3.7557 1.3313 0.4206 -0.4950 0.3752
S 0.9229 -1.9675 1.4178 0.1392 -0.0252 -0.2861
O 0.6608 0.5930 -2.9368 -0.0169 -1.1687 -0.2323
O -0.2665 2.6788 0.5842 -0.2684 0.2648 0.1503
O -1.3076 1.1154 2.4880 -0.7097 -0.0281 0.0631
O -1.2488 2.2335 -2.8927 -0.2249 -0.1839 0.0589
O -3.9375 1.2338 2.2770 -0.9718 -0.5439 0.1144
O 4.0015 1.1987 1.2261 -0.9713 -0.3942 -0.5526
N 1.1030 0.6356 -0.3670 -0.9758 -1.7965 -1.5815
C 1.2808 -0.6542 -2.4806 -0.4904 2.8392 -0.4395
C -1.6628 -3.7089 0.6946 -0.6253 -0.0770 -0.0530
C 0.9009 -0.7138 -1.0146 1.1820 -0.6177 -0.4687
C 1.6850 -1.7494 -0.2323 0.6161 -0.2694 0.4123
H -0.1732 -0.8953 -1.0031 -0.0007 -0.1292 0.3467
H 0.8989 -1.5176 -3.0163 0.3846 -0.1499 -0.0519
H 4.1039 2.1309 1.4226 0.5406 -0.0573 0.2218
H 2.7427 -1.5264 -0.0271 -0.2808 1.0886 0.0260
H 2.2965 -0.3306 -2.7073 0.5917 -1.3877 0.4451
H -2.3840 -3.9082 1.4859 0.1663 -0.1111 0.1308
H -2.0330 -2.8235 0.1848 0.5207 0.1787 -0.1718
H -0.8599 2.2867 1.2588 0.5818 0.1637 -0.1000
H 0.1957 3.3802 1.0567 -0.1160 0.0258 -0.0938
H -0.9118 2.9643 -3.4177 -0.1856 0.2034 0.1471
H 4.7829 0.6908 1.4499 0.2681 0.4184 0.1875
H -1.9249 2.5680 -2.2972 0.0096 0.3218 -0.1681
H -4.7867 1.5099 2.6481 0.2362 0.5643 -0.0114
H 0.6900 0.5052 0.5563 0.5353 0.8430 0.4550
H -1.2808 0.8694 3.4192 0.3035 0.0537 -0.0283
H 0.5231 1.2701 -0.9258 0.1616 0.5119 0.2440
H -1.6388 -4.5524 0.0101 -0.4206 0.0222 -0.1947
H 2.0895 0.8677 -0.4436 0.1449 0.3789 0.7990
H -2.2619 1.3384 2.3639 0.4645 -0.1829 0.1719
H 1.9229 -2.6474 -0.8077 -1.1388 -0.4249 0.1536
H -0.0529 0.4014 -3.5519 -0.2008 0.2527 0.1323
H -4.0817 0.2792 2.2466 0.3303 -0.0885 -0.2013
```
Forces are in eV/Å.

total charge	+1
DFT total energy	-1467.9297	a.u.
lowest unoccupied orbital energy	-2.351	eV
ΔE to the lowest compared entry with this formula, charge and spin	18.7	kcal/mol

Table of Löwdin atomic charges, one value per atom, all in e: 0.470, 0.509, -0.112, -0.068, -0.084, -0.048, -0.035, -0.051, 0.215, -0.144, -0.456, -0.361, -0.482, 0.152, 0.140, 0.043, 0.085, 0.138, 0.029, 0.036, 0.006, 0.059, 0.055, 0.046, 0.048, 0.080, 0.103, 0.068, 0.124, 0.025, 0.149, 0.005, 0.098, 0.085, 0.071


# 2
Below is a 3-piece molecular cluster, C40H32ClN4O6P overall, with properties calculated with ωB97M-V/def2-TZVPD.

```
84
Properties=species:S:1:pos:R:3:forces:R:3
Cl 1.6208 1.4741 2.5387 -0.3731 0.5214 0.6355
P -0.6902 3.1354 1.3677 -3.8547 1.4796 -2.1856
O -1.5876 -3.7254 0.0728 -0.1339 0.0235 -0.0795
O 0.4781 3.4004 0.2069 -0.1067 -0.6391 3.0824
O -1.3239 1.5712 1.3249 2.7927 1.4163 -0.4014
O -6.4854 -3.3546 -2.0151 0.1393 -0.0100 0.0497
O 2.1263 1.3635 -7.0729 0.0580 0.0600 0.1385
O 3.4938 3.1274 -2.2240 -0.0267 -0.0559 -0.1080
N -2.2920 3.5344 4.6556 -0.3991 -0.0001 0.4172
N -1.8959 4.0859 1.0038 0.8796 -1.2662 0.5909
N 1.7212 -2.2574 4.5938 0.4834 0.8010 1.9455
N 3.1294 4.6972 3.6095 0.5969 0.4085 -0.1437
C -3.1724 -4.6284 -1.4073 -0.1067 -0.1152 -0.1605
C -0.8698 1.6980 -4.1750 0.1188 0.0025 0.0058
C 0.8183 2.4386 -2.6249 -0.0738 -0.0406 0.0254
C 1.4133 1.9210 -4.9056 -0.1086 0.0554 0.1603
C -0.5014 2.1095 -2.8965 0.0978 -0.0273 -0.0442
C -4.9109 -5.5159 -2.8265 0.0275 -0.1687 -0.1254
C 3.8279 2.2084 -5.6907 0.1906 0.0627 0.0745
C -4.8550 -2.3831 -0.6309 0.1051 0.1593 0.1292
C -4.0668 -6.5475 -3.2107 0.0145 0.0871 0.0653
C 1.7768 2.3564 -3.6303 -0.1954 -0.0913 -0.1315
C 1.1417 2.8638 3.6553 1.3663 1.4032 0.6320
C 1.0534 2.4270 5.1572 1.3124 -0.5135 1.0781
C -2.7712 -6.6153 -2.7052 -0.0541 0.0921 0.0551
C -5.2047 -0.3207 0.5625 0.0428 -0.1342 -0.0591
C -2.6929 -3.6237 -0.4259 0.6280 -0.0578 0.2798
C -0.0009 -3.6097 4.1005 1.4303 1.2114 0.5094
C -3.5816 -2.4901 -0.0692 -0.1339 0.1426 0.0265
C 3.1763 2.7514 -3.3378 0.1246 0.2011 0.6156
C 6.0873 2.5448 -6.4492 -0.0946 -0.0012 0.0713
C 1.4730 -0.0443 5.6610 0.7657 0.9399 -1.4773
C 4.1804 2.6883 -4.4283 0.1415 0.0062 -0.1772
C -4.4630 -4.5469 -1.9327 0.1549 -0.1503 -0.0305
C -3.1320 -1.5201 0.8229 0.0019 0.2093 0.0935
C -5.3597 -3.4238 -1.5604 -0.6237 0.0359 -0.2421
C 2.2008 1.3778 5.5615 -0.9984 -0.4086 0.6298
C -3.9422 -0.4383 1.1378 -0.0279 -0.0653 -0.0270
C 5.4854 3.1094 -4.1865 0.2170 0.0366 -0.0527
C -0.1211 3.6505 3.0950 -0.0391 -0.1064 0.3352
C 0.5174 -2.7285 5.1483 0.1137 -2.1914 -4.3536
C -1.3636 3.6107 3.9946 2.1973 -0.2932 -1.6638
C 2.0641 -2.7259 3.3349 -3.1051 -1.6616 0.3466
C 2.4446 -1.2777 5.4602 -0.8148 -0.1265 0.7373
C 4.7871 2.1291 -6.6967 0.1967 0.0355 -0.0816
C 0.0864 1.5981 -5.1760 -0.2171 -0.0258 0.0582
C -2.3268 -5.6616 -1.8011 0.0590 -0.1863 -0.1096
C 6.4348 3.0420 -5.1960 -0.1154 -0.0381 0.0092
C -5.6623 -1.2928 -0.3161 -0.0452 0.1956 0.0992
C 2.4316 1.7941 -5.9773 -0.2095 -0.2406 -0.6248
C 2.3481 3.8649 3.5645 -2.3831 -1.8623 0.3111
C 0.9657 -3.6230 2.9605 0.4274 1.5708 2.0683
H 2.9812 -2.4148 2.7928 -0.9098 -0.2723 0.7097
H 6.8317 2.4859 -7.2350 -0.0528 0.0023 0.0458
H 0.0976 -2.4362 6.1328 0.6821 -0.2128 -1.0337
H 0.8416 -0.0947 6.5875 0.7718 -0.0367 -0.7418
H 0.0890 1.9454 5.4549 0.5714 0.6638 -0.7234
H 0.7595 -0.0562 4.7832 0.6894 -0.1938 0.9921
H -2.7165 3.4910 0.8253 0.2953 0.6181 0.1083
H 7.4489 3.3752 -5.0069 -0.0666 -0.0229 -0.0025
H 1.2202 3.3102 5.8428 -0.5070 -0.5517 -1.1672
H 2.6164 1.6395 6.5716 -0.3617 -0.0580 -0.9703
H -6.6470 -1.1981 -0.7585 0.0983 -0.1629 -0.0329
H -2.1086 -7.4149 -3.0160 -0.0401 0.0478 0.0300
H -0.2037 1.2725 -6.1681 0.1811 0.0253 0.0371
H 2.5742 -1.7544 6.4776 0.1910 0.3366 -1.1958
H -0.7365 1.1146 0.6803 -0.5576 -0.3150 0.5560
H 4.5201 1.7473 -7.6751 -0.1389 0.0193 0.1299
H -1.9037 1.4531 -4.3895 0.0674 0.0077 0.0078
H -4.4158 -7.2985 -3.9102 0.0152 0.0515 0.0437
H -5.8327 0.5298 0.8021 0.0328 -0.0610 -0.0104
H -2.1476 -1.6049 1.2700 -0.0529 -0.1446 -0.0927
H -0.9783 -4.1436 4.1839 1.1793 0.4743 -0.2874
H 3.4557 -1.0170 5.0621 -1.0056 -0.1347 0.1086
H -3.5882 0.3174 1.8292 -0.0060 -0.0563 -0.0530
H 0.1648 4.7400 2.9924 -0.4427 -1.1292 -0.0395
H -1.3194 -5.7214 -1.4063 -0.1165 0.1290 0.0711
H 1.0976 2.7629 -1.6310 0.0769 -0.0595 -0.4002
H -5.9165 -5.4642 -3.2267 0.0590 0.1412 0.1077
H 1.3469 3.5470 0.6442 -0.2025 -0.2630 -0.6339
H 0.8606 -4.1720 2.0008 0.0782 0.5629 1.0087
H 5.7621 3.4943 -3.2120 -0.1743 -0.0707 -0.0235
H 3.0603 1.3766 4.8455 -0.8291 -0.0691 0.4966
H -1.2481 2.1790 -2.1124 0.0318 0.0543 -0.0423
```
Forces are in eV/Å.

total charge	0
DFT total energy	-3015.4481	a.u.
lowest unoccupied orbital energy	-1.026	eV

Table of Löwdin atomic charges, one value per atom, all in e: 0.726, 0.573, 0.096, -0.196, -0.209, 0.105, 0.105, 0.098, 0.178, -0.172, -0.192, 0.182, -0.083, -0.051, -0.002, -0.084, -0.048, 0.000, -0.083, -0.084, -0.057, -0.078, -0.660, -0.188, -0.057, -0.051, -0.278, -0.085, -0.083, -0.275, -0.057, -0.195, -0.084, -0.083, 0.000, -0.279, -0.200, -0.060, 0.000, -0.282, -0.091, -0.224, -0.081, -0.131, 0.001, 0.002, 0.000, -0.058, 0.002, -0.278, -0.232, -0.081, 0.113, 0.108, 0.118, 0.118, 0.115, 0.095, -0.010, 0.107, 0.139, 0.115, 0.121, 0.107, 0.121, 0.126, 0.068, 0.121, 0.109, 0.108, 0.109, 0.118, 0.086, 0.124, 0.097, 0.144, 0.120, 0.079, 0.121, 0.072, 0.081, 0.120, 0.090, 0.104


# 3
Below is C20H32Br3N2O4S4 as an isolated structure, with properties calculated with ωB97M-V/def2-TZVPD.

```
65
Properties=species:S:1:pos:R:3:forces:R:3
Br -5.2732 2.4252 6.5052 0.1638 -0.0706 -0.2431
Br -5.4728 1.1897 3.5459 0.2551 0.2023 0.2599
Br -2.6036 1.6065 4.9164 -0.3106 0.0575 0.0351
S -0.8986 -5.2747 -0.7787 1.5418 1.5452 -0.6336
S 0.4134 -3.5793 -2.8885 0.1460 -0.1807 0.6053
S -2.9122 2.9834 0.0759 -3.4330 4.1445 -2.0719
S -3.4814 0.2937 -0.6449 -1.3483 1.4130 -5.6870
O -2.4121 3.6328 -1.1885 0.1883 -2.2436 2.6250
O -2.1453 0.4610 -1.3363 -1.4444 -0.6929 2.6308
O -4.4301 -0.3727 -1.6416 1.7534 1.1080 3.4711
O -3.6069 4.0829 0.8855 1.7523 -3.2684 -0.7855
N -4.1475 1.8513 -0.3380 3.1553 -1.8708 1.5675
N 0.9625 -3.4714 0.0146 -0.6157 0.8324 -3.0341
C 0.7961 -1.1450 -4.4515 -0.8210 0.7068 0.4677
C 2.3153 3.5509 1.7679 -2.4913 -1.0494 -2.8658
C 2.9206 3.5650 0.3221 -4.0082 -1.1306 1.3017
C -0.0977 2.7157 0.7728 3.5438 1.1045 -0.2510
C -2.4912 -2.0954 0.6886 0.0563 -0.3611 0.3233
C -3.4342 -0.8119 0.8403 -0.0975 -1.1907 1.4039
C -4.4249 2.2625 4.7674 -0.1010 0.0948 -0.2441
C 2.0026 3.1348 -0.8520 -0.7471 0.1878 3.1766
C 3.1785 -2.5285 0.7991 0.9399 0.3214 -0.5363
C 2.0703 -2.5662 -0.4026 1.9163 0.4362 1.2531
C 0.5114 2.7058 -0.6426 1.9602 0.9393 2.6813
C 1.0158 0.4257 -4.0818 -0.6983 -0.5771 0.1096
C 0.2214 -4.0414 -1.1138 -1.0645 -0.5888 1.7126
C 0.0448 -1.7757 -3.1567 0.5601 1.0387 0.3509
C 0.8395 3.1510 1.9599 1.1428 -0.1763 -2.7337
C 3.7506 -1.0262 0.9509 -0.5155 -0.2115 -0.7999
C -0.9375 -1.7506 0.4850 -0.0292 0.4708 -0.3175
C -1.5807 2.2927 1.1649 1.8602 -0.0651 1.2404
C 0.0773 -2.8634 1.0443 -1.4288 -0.0024 1.4800
C 4.6056 -0.5920 -0.3686 -0.5426 -0.1505 0.5939
H -1.0928 -1.6680 -3.2440 1.7540 0.0682 0.3232
H -2.9190 -2.8009 -0.1198 0.9392 1.2401 1.0711
H -0.7767 -1.5590 -0.6297 -0.1018 -0.2262 1.6250
H 2.7872 -2.9751 1.7744 0.3369 0.8257 -1.3364
H 4.0839 -3.1845 0.4970 -1.4959 0.8487 0.4496
H -4.5054 -1.2088 1.0060 1.5537 0.9438 -0.5582
H -2.5775 -2.6912 1.6761 -0.0376 1.0070 -1.3812
H 0.0794 -1.1963 -5.3503 1.2392 -0.0954 1.2697
H -1.7775 2.7205 2.2301 0.1126 -0.6112 -2.0667
H 4.1263 0.3387 -0.8367 0.9592 -1.2230 0.7211
H -0.0025 0.8511 -3.7473 1.5198 -0.6266 -0.5274
H 0.6748 -2.3830 1.9090 -0.5208 -0.9171 -1.6698
H 2.6557 -2.9454 -1.3202 -1.5434 0.5221 1.2935
H 1.7474 -1.4743 -0.5532 0.1924 -1.5297 -0.0049
H -0.1253 2.4061 -1.5381 0.9121 0.5046 1.4793
H 2.9078 3.8294 2.7057 -0.8214 -0.3997 -1.7067
H 1.7778 -1.6707 -4.6959 -1.3321 0.6714 0.4003
H -4.3722 3.2646 4.3435 0.0313 -0.2674 0.0692
H 1.3706 1.0418 -4.9776 -0.2759 -0.9215 1.3389
H 0.3988 3.1415 3.0247 0.7665 0.0733 -1.8874
H 5.6880 -0.3984 -0.0438 -1.5519 -0.2124 -0.8258
H 2.8442 -0.3232 0.9809 1.3187 -0.8943 0.3824
H -1.5899 1.1565 1.2783 -0.3092 1.5786 -0.5711
H 1.7102 0.5056 -3.1726 -0.7781 0.0127 -1.4620
H -0.5470 -3.6945 1.5491 1.1332 1.1620 -0.9769
H 0.4711 -1.2041 -2.2543 -1.0257 -0.8162 -1.3171
H -0.6715 -0.7612 1.0162 -0.6200 -1.4031 -0.8387
H 4.0026 3.8942 0.2231 -1.6597 -0.5641 -0.2033
H 2.4589 3.1570 -1.8993 -0.9209 -0.1055 1.6280
H -3.1467 -0.2795 1.8174 -0.3472 -0.3323 -1.6734
H 4.5497 -1.4201 -1.1525 0.3177 1.0744 1.0463
H 4.3936 -0.9051 1.8835 -0.9835 -0.1594 -1.1770
```
Forces are in eV/Å.

total charge	-1
DFT total energy	-10506.2774	a.u.
lowest unoccupied orbital energy	1.673	eV
ΔE to the lowest compared entry with this formula, charge and spin	177.9	kcal/mol

Table of Löwdin atomic charges, one value per atom, all in e: 0.540, 0.593, 0.558, 0.571, 0.799, 0.607, 0.593, -0.390, -0.417, -0.413, -0.440, -0.329, -0.201, -0.275, -0.091, -0.091, -0.168, -0.212, -0.278, -1.601, -0.074, -0.192, -0.213, -0.005, -0.130, -1.003, -0.479, -0.038, -0.246, -0.172, -0.240, -0.202, -0.118, 0.100, 0.119, 0.079, 0.098, 0.110, 0.111, 0.116, 0.107, 0.068, 0.063, 0.086, 0.125, 0.115, 0.115, 0.087, 0.078, 0.094, -0.019, 0.073, 0.089, 0.070, 0.097, 0.060, 0.066, 0.101, 0.055, 0.110, 0.073, 0.079, 0.071, 0.064, 0.097